[1]
A structure of composition C27H19Cl2F6N3O5PS2W, computed with wB97M-V/def2-TZVPD.

For the HOMO-LUMO gap, the calculation gives 6.6142 eV. Its HOMO energy is -17.461 eV. For the energy relative to the best compared isomer or geometry (same formula, charge and spin), the calculation gives 23.3 kcal per mole. The value obtained for the LUMO energy is -10.8 eV. As for the electronic energy: -4304.06148 a.u.

Structure (ORCA input):
```
! RIJCOSX wB97M-V def2-TZVPD def2/J DEFGRID3
* xyz 3 1
W -0.48580 1.40138 -0.23102
F -0.02388 5.80191 -1.69756
C -1.16614 5.17793 -1.54802
F -2.18930 5.96365 -1.74593
F -1.21574 4.13036 -2.37093
S -1.22500 4.56481 0.20681
O -0.20659 3.41280 0.27041
O -0.91018 5.62373 1.07761
N -2.63376 3.86060 0.28530
S -2.84665 2.84744 1.46487
O -2.01743 1.58523 1.13842
O -2.68344 3.29916 2.79057
C -4.60482 2.22315 1.14093
F -5.36557 2.72034 2.07422
F -4.98862 2.60075 -0.05792
F -4.57600 0.89946 1.20221
O -1.88090 1.55877 -1.93063
N -1.79707 0.29397 -1.35350
C -2.66343 -0.65775 -1.45534
C -2.63769 -1.80097 -0.59668
C -3.74999 -2.64741 -0.65994
C -3.85635 -3.72633 0.20897
C -2.84156 -3.96171 1.11902
C -1.70626 -3.13818 1.17116
C -1.59011 -2.04839 0.33279
P -0.02035 -1.14500 0.15132
C 0.64705 -1.86454 -1.36615
C 0.85496 -3.24994 -1.27746
C 1.33692 -3.94646 -2.37111
C 1.60481 -3.27502 -3.55904
C 1.39367 -1.90663 -3.65023
C 0.91619 -1.19468 -2.55787
C 1.08243 -1.52331 1.49370
C 2.42949 -1.75204 1.20067
C 3.31612 -2.00192 2.23813
C 2.86537 -2.01729 3.55025
C 1.52716 -1.77151 3.84387
C 0.63266 -1.51548 2.82127
H -2.36418 1.66094 -2.77379
H -3.47386 -0.54422 -2.17419
H -4.53677 -2.45222 -1.37784
H -4.71978 -4.37501 0.16652
H -2.90777 -4.80545 1.79358
H -0.91220 -3.38802 1.86135
H 0.65418 -3.78436 -0.35713
H 1.50480 -5.01200 -2.29546
H 1.98057 -3.81953 -4.41431
H 1.60650 -1.38869 -4.57538
H 0.77847 -0.12643 -2.65754
H 2.77557 -1.76742 0.17448
H 4.35561 -2.20388 2.01857
H 3.55910 -2.22773 4.35292
H 1.18599 -1.78373 4.86971
H -0.40420 -1.30508 3.05678
Cl 3.35289 1.81367 -2.99294
C 3.50442 1.94292 -1.29848
C 4.71260 2.27328 -0.69063
C 4.79571 2.38619 0.68760
C 3.69114 2.17330 1.52576
C 2.51794 1.85083 0.90560
Cl 1.02138 1.52003 1.81366
C 2.38532 1.73247 -0.49144
N 1.11514 1.44498 -0.90983
H 5.58296 2.44957 -1.30759
H 5.74382 2.64977 1.13735
H 3.77046 2.26496 2.59952
*
```

[2]
A structure of composition C27H19F10HfN5SbSe4, computed with wB97M-V/def2-TZVPD.

For the HOMO-LUMO gap, the calculation gives 6.5500 eV. Its HOMO energy is -10.537 eV. For the energy relative to the best compared isomer or geometry (same formula, charge and spin), the calculation gives 2.0 kcal per mole. The value obtained for the LUMO energy is -4.0 eV. As for the electronic energy: -12206.61710 a.u.

Structure (ORCA input):
```
! RIJCOSX wB97M-V def2-TZVPD def2/J DEFGRID3
* xyz 1 1
Hf 0.36337 -0.21569 -0.38453
C 2.86744 -1.55309 1.09009
N 2.30953 -1.56121 -0.28527
C 1.84654 -2.90153 -0.66340
C 0.77780 -3.31773 0.32233
N -0.00259 -2.11820 0.64960
C -1.10051 -2.36959 1.46892
C -1.79411 -1.25940 1.94745
F -1.29687 -0.04695 1.56193
C -2.91154 -1.28335 2.74850
F -3.49896 -0.15279 3.12297
C -3.40961 -2.51519 3.14474
F -4.49028 -2.59124 3.91125
C -2.75958 -3.65871 2.71560
F -3.22241 -4.84744 3.07542
C -1.63841 -3.59571 1.89583
F -1.12509 -4.78112 1.53645
C 3.32897 -1.05716 -1.22675
C 3.57575 0.40037 -0.90535
N 2.27133 1.03307 -0.55172
C 2.46805 2.11934 0.28931
C 3.44533 3.11597 0.17470
F 4.30155 3.11203 -0.84695
C 3.53493 4.14653 1.10358
F 4.46526 5.07633 0.95475
C 2.65171 4.23431 2.17265
F 2.73973 5.23635 3.03612
C 1.66644 3.26656 2.31868
F 0.79330 3.31211 3.31599
C 1.62797 2.25442 1.38481
F 0.65224 1.28244 1.48414
H 3.72300 -2.23251 1.14859
H 3.20090 -0.55018 1.34211
H 2.11323 -1.85265 1.80913
H 1.42982 -2.80828 -1.67399
H 2.67230 -3.61820 -0.72531
H 0.17268 -4.10165 -0.13564
H 1.21929 -3.76334 1.21943
H 4.25088 -1.64070 -1.13660
H 2.94291 -1.18129 -2.23955
H 4.26126 0.49436 -0.05843
H 4.06769 0.87924 -1.75367
C -1.82011 3.85109 -0.61253
C -3.13941 3.55176 -0.87669
C -3.50848 2.21913 -0.99067
C -2.55636 1.23110 -0.81747
N -1.26620 1.51767 -0.54186
C -0.92238 2.80509 -0.45898
C -2.86942 -0.19681 -0.99846
C -4.17051 -0.68303 -1.07603
C -4.36891 -2.02292 -1.34907
C -3.26743 -2.83995 -1.55242
C -2.00864 -2.29288 -1.40908
N -1.80503 -1.00229 -1.11758
H -1.45970 4.86685 -0.54230
H -3.87197 4.33366 -1.01813
H -4.52546 1.96136 -1.24191
H 0.12026 3.03065 -0.30216
H -5.01102 -0.02557 -0.91749
H -5.37066 -2.42476 -1.41305
H -3.37663 -3.88653 -1.79597
H -1.12486 -2.90418 -1.52441
Se 3.83736 1.26795 -4.51628
Sb 1.83869 1.82168 -3.42874
Se 1.54954 4.09549 -2.46748
Se 0.22809 3.46821 -4.41875
Se 0.37799 -0.13130 -2.97037
*
```

[3]
A structure of composition C27H19F12IrNO5S, computed with wB97M-V/def2-TZVPD.

For the HOMO-LUMO gap, the calculation gives 6.8671 eV. Its HOMO energy is -4.357 eV. For the energy relative to the best compared isomer or geometry (same formula, charge and spin), the calculation gives 1.2 kcal per mole. The value obtained for the LUMO energy is 2.5 eV. As for the electronic energy: -3172.32407 a.u.

Structure (ORCA input):
```
! RIJCOSX wB97M-V def2-TZVPD def2/J DEFGRID3
* xyz -1 1
Ir 0.06245 -0.17949 -1.39916
C 4.84424 -0.88262 3.18440
C 3.51231 -0.91260 2.48293
C 2.38565 -0.31639 3.04066
C 1.18748 -0.32166 2.35801
C 1.05887 -0.93439 1.11035
N -0.17781 -0.85767 0.44378
C -1.27948 -1.50448 0.94691
C -1.15071 -2.36450 2.05998
C -2.22984 -3.00327 2.62578
C -3.51342 -2.84506 2.11387
C -4.69796 -3.56214 2.70553
C -3.64753 -2.02931 1.00483
C -2.57971 -1.36660 0.40082
C -2.83009 -0.45858 -0.80264
O -1.83679 -0.42816 -1.75920
C -4.08487 -0.89107 -1.62642
F -4.06174 -2.20658 -1.87080
F -5.25944 -0.61152 -1.01388
F -4.13403 -0.27237 -2.80886
C -3.07552 0.99162 -0.28693
F -3.48533 1.82617 -1.26153
F -1.93530 1.50846 0.20086
F -3.98893 1.05202 0.69245
C 2.18807 -1.52571 0.52728
C 3.38899 -1.50615 1.23640
C 2.08243 -2.23413 -0.83540
O 1.24832 -1.68336 -1.79034
C 1.58273 -3.69002 -0.57952
F 2.25998 -4.30450 0.41326
F 0.29410 -3.69371 -0.23464
F 1.70520 -4.46187 -1.67128
C 3.46692 -2.32060 -1.55723
F 3.32904 -2.68261 -2.83267
F 4.30293 -3.23047 -0.99351
F 4.10018 -1.14388 -1.54503
H 4.71919 -0.77583 4.26262
H 5.45270 -0.04415 2.83658
H 5.40901 -1.79658 2.99663
H 2.45212 0.16728 4.00926
H 0.30785 0.15139 2.77727
H -0.16655 -2.53974 2.46903
H -2.06577 -3.65194 3.48059
H -4.57261 -3.71090 3.77943
H -4.83925 -4.54770 2.25311
H -5.61857 -2.99723 2.55108
H -4.64224 -1.90289 0.60257
H 4.26954 -1.96952 0.81666
C -0.54397 6.91673 -1.27776
C 0.03118 5.57405 -1.63935
C 1.40592 5.37664 -1.70634
C 1.93472 4.13965 -2.04595
C 1.07854 3.08697 -2.31987
C -0.29870 3.26420 -2.27086
C -0.81162 4.50278 -1.92833
S 1.75846 1.49205 -2.67528
O 2.95264 1.69166 -3.43351
O 0.66363 0.72113 -3.31927
O 1.95772 0.83341 -1.34233
H 0.23116 7.59559 -0.92314
H -1.29801 6.82063 -0.49534
H -1.02689 7.37904 -2.14119
H 2.07442 6.20205 -1.49042
H 3.00417 3.98557 -2.10116
H -0.96368 2.44718 -2.51993
H -1.88655 4.63571 -1.88386
*
```

[4]
A structure of composition C27H20BrClN5O5SSr at a distorted geometry, computed with wB97M-V/def2-TZVPD.

For the HOMO-LUMO gap, the calculation gives 7.0583 eV. Its HOMO energy is -5.647 eV. For the energy relative to the best compared isomer or geometry (same formula, charge and spin), the calculation gives 31.9 kcal per mole. The value obtained for the LUMO energy is 1.4 eV. As for the electronic energy: -5154.16755 a.u.

Structure (ORCA input):
```
! RIJCOSX wB97M-V def2-TZVPD def2/J DEFGRID3
* xyz -1 1
Sr 0.49765 -2.02034 0.07212
N 4.19062 -0.15999 0.14815
C 4.51990 -1.47335 -0.03413
C 5.86770 -1.87087 -0.10790
C 6.15792 -3.20234 -0.26536
C 5.11888 -4.13273 -0.33862
C 3.83355 -3.65379 -0.24576
N 3.52096 -2.35720 -0.09592
H 4.87530 0.53245 -0.10186
H 3.23060 0.09992 -0.02667
H 6.65128 -1.12829 -0.03988
H 7.18944 -3.52427 -0.33090
H 5.30207 -5.18915 -0.46421
H 2.99205 -4.33823 -0.29734
Cl -7.88766 -0.78245 1.11183
C -6.15255 -0.83713 0.93239
C -5.61333 -1.26157 -0.26938
C -4.23507 -1.29566 -0.40963
C -3.41730 -0.92965 0.65074
C -3.97836 -0.52191 1.85514
C -5.35457 -0.45918 1.99987
C -1.93237 -1.02418 0.50897
O -1.20576 -1.18821 1.53608
O -1.45952 -0.98449 -0.66318
H -6.26348 -1.56133 -1.07910
H -3.77840 -1.62316 -1.33338
H -3.32288 -0.26048 2.67481
H -5.80851 -0.13202 2.92463
O 0.54021 6.90289 -3.38840
S 1.33407 7.69729 -2.47087
O 0.87262 9.05116 -2.26105
O 2.77242 7.54963 -2.62478
C 1.07094 6.86891 -0.86784
N 0.98335 7.60945 0.23672
C 0.87525 6.94980 1.38165
C 0.85421 5.56751 1.46316
C 0.94611 4.89199 0.25394
N 1.05019 5.53806 -0.89677
C 0.97223 3.40360 0.14707
C 0.97337 2.56234 1.25311
C 1.07044 1.19634 1.06353
N 1.15768 0.62606 -0.14021
C 1.10471 1.43923 -1.20289
C 1.02309 2.81299 -1.11308
H 0.80865 7.55394 2.28158
H 0.76340 5.06945 2.41711
H 0.91684 2.94754 2.26103
H 1.08889 0.53337 1.92207
H 1.14620 0.96092 -2.17482
H 1.00445 3.43880 -1.99473
Br -5.09851 -6.44091 -0.43931
C -3.39604 -5.58729 -0.38434
C -2.86745 -5.04305 -1.54155
C -1.63899 -4.39450 -1.46825
C -0.87733 -4.25085 -0.29324
C -1.47858 -4.85028 0.82708
C -2.70878 -5.50482 0.81120
H -3.41258 -5.11272 -2.47452
H -1.27594 -3.96676 -2.40247
H -0.98353 -4.80580 1.79715
H -3.12976 -5.93473 1.71121
*
```

[5]
A structure of composition C27H20ClF3N2NiS5Sb, computed with wB97M-V/def2-TZVPD.

For the HOMO-LUMO gap (alpha / beta), the calculation gives 5.7444 / 5.7429 eV. Its HOMO energy (alpha / beta) is -3.694 / -3.692 eV. For the energy relative to the best compared isomer or geometry (same formula, charge and spin), the calculation gives 29.4 kcal per mole. The value obtained for the LUMO energy (alpha / beta) is 2.1 / 2.1 eV. As for the electronic energy: -5649.74858 a.u.

Structure (ORCA input):
```
! RIJCOSX wB97M-V def2-TZVPD def2/J DEFGRID3
* xyz -1 1
Ni 0.25042 -0.59099 0.01621
S 6.48941 -3.13324 0.89551
C 4.89232 -2.69636 0.71016
S 4.08305 -2.66664 -0.80049
C 2.54232 -2.01872 -0.28111
C 2.46392 -1.73363 1.04934
S 1.14051 -1.06635 2.01069
S 3.91568 -2.06681 1.96815
S 1.34848 -1.84223 -1.56727
F -8.07980 4.72183 0.01832
C -6.86373 4.13176 -0.01232
C -5.89320 4.65010 -0.84336
C -4.64318 4.04229 -0.85496
C -4.36691 2.93820 -0.05407
C -5.38403 2.43820 0.75455
C -6.63848 3.03150 0.79029
Sb -2.47670 1.92112 -0.13017
C -1.34729 3.63228 -0.72905
C -0.48783 3.50663 -1.81584
C 0.28192 4.57285 -2.25773
C 0.18252 5.77186 -1.58578
F 0.94363 6.81406 -1.99374
C -0.67048 5.95389 -0.51433
C -1.44072 4.87455 -0.10222
C -2.09816 1.99191 1.98054
C -1.30193 2.92337 2.64121
C -1.08526 2.85118 4.01042
C -1.68052 1.82696 4.71855
F -1.48180 1.75572 6.05074
C -2.45940 0.86729 4.10641
C -2.65189 0.95892 2.73560
H -6.11431 5.51130 -1.46041
H -3.87490 4.45196 -1.50038
H -5.20913 1.57488 1.38872
H -7.43056 2.65486 1.42408
H -0.38710 2.55300 -2.32450
H 0.96239 4.47634 -3.09368
H -0.73038 6.91861 -0.02807
H -2.13298 5.01809 0.72089
H -0.81286 3.71977 2.09166
H -0.45977 3.56884 4.52548
H -2.88054 0.05940 4.68943
H -3.23049 0.17672 2.25246
N 3.58305 4.67148 -0.72252
C 2.86344 3.50637 -0.56748
C 2.91554 2.48619 -1.51855
C 2.17004 1.34203 -1.32706
N 1.39253 1.14874 -0.25323
C 1.39661 2.09848 0.68390
C 2.08694 3.28549 0.56994
H 3.87784 4.90182 -1.65568
H 3.26965 5.46628 -0.19185
H 3.53380 2.57903 -2.40362
H 2.17597 0.51600 -2.03080
H 0.82191 1.87103 1.57218
H 2.03721 4.02283 1.36268
Cl -2.10166 -1.81754 -1.27754
C -1.10186 -1.80412 0.24508
H -0.77976 -2.82613 0.40982
H -1.79016 -1.49017 1.03328
*
```

[6]
A structure of composition C27H20F6GeIrNO4S2Te at a distorted geometry, computed with wB97M-V/def2-TZVPD.

For the HOMO-LUMO gap (alpha / beta), the calculation gives 5.2736 / 5.2562 eV. Its HOMO energy (alpha / beta) is -1.060 / -1.043 eV. For the energy relative to the best compared isomer or geometry (same formula, charge and spin), the calculation gives 68.0 kcal per mole. The value obtained for the LUMO energy (alpha / beta) is 4.2 / 4.2 eV. As for the electronic energy: -5241.22136 a.u.

Structure (ORCA input):
```
! RIJCOSX wB97M-V def2-TZVPD def2/J DEFGRID3
* xyz -2 1
Ir -0.13583 -0.17904 0.88087
F 3.04367 3.52527 0.77824
C 1.74177 3.42665 1.13291
F 1.05186 3.88212 0.06510
F 1.56715 4.35538 2.10660
S 1.04708 1.68253 1.62371
O -0.31083 2.20628 1.70280
O 1.84387 1.40151 2.79578
N 1.69672 1.09032 0.25297
S 2.58390 -0.16037 0.49940
O 3.26641 -0.53994 -0.69970
O 1.99970 -1.22538 1.26987
C 4.05666 0.30414 1.64226
F 4.38567 1.59404 1.77290
F 3.93175 -0.21346 2.86561
F 5.15822 -0.28646 1.11511
Te -0.58069 -0.23127 3.47768
C -1.63157 -1.97514 4.17785
C -1.26060 -3.25577 3.77477
C -1.84995 -4.38008 4.32217
C -2.85101 -4.25760 5.27631
C -3.24312 -2.99092 5.67888
C -2.63423 -1.87509 5.13757
H -0.48524 -3.35593 3.02817
H -1.52766 -5.36539 4.00638
H -3.32456 -5.13502 5.70129
H -4.02676 -2.87148 6.41870
H -2.93319 -0.89179 5.46634
C -1.58563 -1.11489 -0.08458
Ge -2.86391 -1.72197 -1.31721
C -4.11157 -0.39058 -2.19319
C -4.12235 -0.13257 -3.55970
C -4.97293 0.80966 -4.11067
C -5.82734 1.53577 -3.29561
C -5.80545 1.31488 -1.92671
C -4.96129 0.36147 -1.38866
C -4.12900 -2.86273 -0.24709
C -5.37342 -3.32629 -0.65369
C -6.15703 -4.09236 0.19499
C -5.70819 -4.39625 1.46912
C -4.47752 -3.92121 1.89681
C -3.70283 -3.16226 1.04152
C -2.31999 -2.80062 -2.95302
C -3.28193 -3.33848 -3.80226
C -2.92954 -3.99813 -4.96654
C -1.59253 -4.14653 -5.29572
C -0.61994 -3.63331 -4.45092
C -0.98463 -2.96712 -3.29338
H -3.45246 -0.68837 -4.20343
H -4.97713 0.98278 -5.18186
H -6.48594 2.28497 -3.72075
H -6.45515 1.89023 -1.27913
H -4.93363 0.18195 -0.32234
H -5.74263 -3.07530 -1.64146
H -7.12757 -4.45338 -0.13071
H -6.32052 -4.99383 2.13473
H -4.12705 -4.13455 2.89710
H -2.74807 -2.75737 1.35911
H -4.32538 -3.21247 -3.54585
H -3.69502 -4.39325 -5.62670
H -1.30814 -4.65734 -6.20816
H 0.42562 -3.75231 -4.70678
H -0.23024 -2.55243 -2.63829
*
```